C22H64O10 | the ωB97M-V functional and the def2-TZVPD basis

Last column: Mulliken charge in e.
Atoms and positions in Å:
C 1.399 -3.519 -0.542  -1.0702
C 1.893 -2.638 0.497  0.7060
C 2.600 -3.233 1.719  -1.4094
O 2.797 -1.635 -0.084  -0.4477
H 2.216 -4.008 -1.073  0.4812
H 0.729 -2.893 -1.131  -0.3837
H 0.712 -4.268 -0.148  0.3686
H 1.072 -2.136 1.009  -0.6863
H 2.031 -4.009 2.231  0.3570
H 2.704 -2.529 2.545  0.3576
H 3.654 -3.499 1.636  0.3752
H 3.552 -2.184 -0.308  0.6317
C 0.760 -1.486 -1.512  1.0360
C 0.108 -0.646 -2.592  0.8311
C -0.720 -1.374 -3.598  -1.9422
O -0.723 0.241 -1.828  -0.2347
H -0.047 -2.028 -1.018  -0.9728
H 1.424 -0.952 -0.831  -1.6974
H 1.265 -2.299 -2.033  1.4549
H 0.870 -0.059 -3.104  0.2586
H -1.265 -0.697 -4.255  0.4385
H -1.432 -2.091 -3.188  0.2869
H -0.130 -1.899 -4.349  0.4454
H -0.256 0.414 -1.007  -1.7908
C 1.512 1.153 -1.858  -0.3197
C 1.571 1.599 -3.308  -0.2823
C 2.449 2.929 -3.472  -1.4525
O 2.222 0.580 -3.999  -0.6155
H 1.650 0.072 -1.874  -0.3398
H 0.613 1.302 -1.260  0.3447
H 2.390 1.599 -1.391  0.1730
H 0.535 1.752 -3.612  0.2507
H 2.274 3.494 -4.388  0.3888
H 3.503 2.722 -3.291  0.3324
H 2.125 3.619 -2.693  0.3149
H 2.920 0.240 -3.433  0.4485
C -2.299 3.861 0.042  -2.2603
C -0.937 3.526 -0.614  0.4362
C -0.107 2.402 0.071  -0.0676
O -1.078 3.382 -2.008  -0.7203
H -2.952 2.989 0.086  0.6722
H -2.815 4.693 -0.436  0.4468
H -2.085 4.213 1.051  0.3903
H -0.412 4.468 -0.453  0.6000
H 0.952 2.658 0.082  0.7152
H -0.284 1.556 -0.594  0.4152
H -0.481 2.216 1.078  -0.8998
H -1.003 2.496 -2.368  0.3865
C -1.831 -1.944 -0.275  -0.7481
C -1.537 -3.293 0.373  -0.1046
C -0.771 -3.249 1.669  -1.0757
O -2.781 -3.927 0.630  -0.6782
H -1.951 -1.980 -1.358  0.5117
H -0.933 -1.330 -0.210  0.4453
H -2.601 -1.396 0.269  0.4701
H -1.040 -3.841 -0.428  0.5866
H -0.849 -4.136 2.299  0.6075
H -1.048 -2.363 2.240  0.1946
H 0.305 -3.105 1.568  0.6892
H -3.216 -4.042 -0.218  0.4807
C 1.152 1.251 3.181  -1.5262
C 2.443 1.822 2.561  -0.3845
O 2.598 3.180 2.988  -0.5949
H 0.216 1.460 2.662  0.8529
H 1.043 1.588 4.212  1.0462
H 1.221 0.163 3.148  -0.4461
H 2.388 1.644 1.487  -0.0683
H 3.305 1.241 2.889  0.4049
H 2.478 3.286 3.935  0.3823
C -3.636 1.392 -1.007  -1.5432
C -2.416 0.594 -0.429  1.2640
O -2.350 -0.624 -1.160  -0.3666
H -3.565 1.545 -2.084  0.3321
H -3.754 2.314 -0.438  0.6562
H -4.603 0.912 -0.856  0.4285
H -2.656 0.341 0.603  0.0608
H -1.505 1.193 -0.444  1.0667
H -1.545 -0.631 -1.683  1.0979
C 0.920 -0.104 0.442  0.2974
O -0.305 0.345 -0.041  -0.7863
H 1.045 -1.183 0.361  -0.2909
H 1.679 0.417 -0.143  0.5586
H 1.058 0.119 1.500  -1.6230
H -0.957 0.134 0.632  -0.0174
C 0.002 -0.668 3.508  -1.6434
O -1.281 -0.132 3.431  -0.4311
H 0.597 -0.255 4.323  0.5673
H -0.114 -1.727 3.737  0.7981
H 0.648 -0.626 2.631  1.3502
H -1.774 -0.442 4.194  0.4461
C -1.726 1.327 1.703  -1.4821
O -1.344 -0.030 1.441  -0.3409
H -2.390 1.831 1.000  -0.0926
H -2.291 1.251 2.631  0.5576
H -0.862 1.964 1.896  1.4442
H -0.942 -0.379 2.239  -0.1049

Results
HOMO (eV): -6.4
Total charge: 0
Electronic energy (a.u.): -1627.1362
ΔE to the lowest compared entry with this formula, charge and spin (kJ/mol): 4723.4
HOMO-LUMO gap (hartree): 0.2314

---

C5H11NO | the ωB97M-V functional and the def2-TZVPD basis

Last column: natural (NBO) charge in e.
Atoms and positions in Å:
C -0.602 0.534 -2.301  -0.3993
N -0.677 -0.346 -1.145  -0.6511
C -0.229 0.023 0.159  -0.0215
C -1.147 -0.428 1.283  -0.6238
C 1.247 -0.390 0.375  -0.5197
C 1.768 0.290 1.623  0.4577
O 1.731 -0.136 2.743  -0.5174
H -0.840 -0.049 -3.189  0.2022
H -1.349 1.347 -2.279  0.1612
H 0.361 1.038 -2.370  0.1896
H -1.504 -0.905 -1.272  0.3730
H -0.177 1.123 0.231  0.1612
H -2.059 0.129 1.254  0.2160
H -0.650 -0.374 2.250  0.2351
H -1.255 -1.504 1.213  0.2078
H 1.897 -0.209 -0.482  0.2235
H 1.369 -1.463 0.532  0.2175
H 2.117 1.317 1.376  0.0881

Results
HOMO (eV): -8.5
Total charge: 0
Electronic energy (a.u.): -327.0674
ΔE to the lowest compared entry with this formula, charge and spin (kJ/mol): 167.9
HOMO-LUMO gap (hartree): 0.3512

---

C21H14Cl60N2O2P | the ωB97M-V functional and the def2-TZVPD basis

Last column: Mulliken charge in e.
Atoms and positions in Å:
C 3.454 9.466 -2.023  -0.8464
C 3.002 8.418 -3.011  0.5428
O 3.762 8.040 -3.885  -0.6406
N 1.729 7.908 -2.899  -0.0920
C 1.158 7.640 -1.571  -1.4091
C 1.977 6.693 -0.669  0.0993
C 1.305 5.324 -0.435  -0.4419
C 2.333 4.169 -0.245  -1.0320
N 2.450 3.322 -1.429  -0.3433
P 3.485 3.880 -2.507  0.4102
O 3.785 3.033 -3.707  -0.7097
H 2.760 9.610 -1.197  0.3311
H 3.594 10.417 -2.537  0.3400
H 4.412 9.151 -1.611  0.1394
H 1.633 7.123 -3.533  0.3211
H 0.181 7.185 -1.750  0.5113
H 0.945 8.586 -1.070  0.3016
H 2.115 7.186 0.300  0.2899
H 2.983 6.529 -1.066  0.2279
H 0.722 5.033 -1.311  0.2538
H 0.680 5.376 0.462  0.3804
H 3.318 4.614 0.006  0.3439
H 2.041 3.548 0.599  0.3348
H 4.708 4.179 -1.825  -0.1002
H 3.104 5.184 -2.968  0.0454
C -2.564 1.324 0.264  0.1045
Cl -3.783 0.077 0.593  0.1042
Cl -2.909 2.748 1.262  -0.1588
Cl -0.967 0.700 0.614  -0.0255
Cl -2.609 1.753 -1.448  0.0172
C -7.752 -0.594 -0.752  0.1660
Cl -6.689 -1.659 0.172  0.0300
Cl -7.132 1.056 -0.686  -0.0828
Cl -7.816 -1.129 -2.434  -0.0308
Cl -9.378 -0.644 -0.056  -0.1057
C -9.530 0.371 -6.047  0.3703
Cl -9.792 1.285 -4.561  -0.0810
Cl -11.089 -0.012 -6.787  -0.1028
Cl -8.565 1.332 -7.170  -0.0901
Cl -8.675 -1.130 -5.675  -0.1025
C -7.031 1.264 3.752  0.2596
Cl -8.161 2.239 2.804  -0.0937
Cl -7.411 -0.448 3.540  -0.0469
Cl -5.383 1.578 3.217  0.0008
Cl -7.192 1.687 5.465  -0.1143
C -5.139 -4.495 3.345  0.1844
Cl -5.513 -3.612 4.827  -0.0956
Cl -6.576 -5.361 2.791  -0.0845
Cl -4.579 -3.378 2.099  0.0015
Cl -3.817 -5.626 3.642  0.0131
C -1.905 -9.027 3.423  0.2270
Cl -0.606 -7.914 3.867  -0.0581
Cl -2.611 -8.535 1.882  -0.0852
Cl -1.288 -10.672 3.279  -0.0237
Cl -3.162 -8.975 4.672  -0.0899
C -0.933 3.735 -5.040  0.2714
Cl 0.670 3.412 -4.388  -0.0002
Cl -0.906 3.413 -6.779  -0.0893
Cl -2.184 2.686 -4.330  -0.1066
Cl -1.360 5.433 -4.768  -0.1367
C -8.051 -9.123 4.191  0.2620
Cl -8.666 -10.705 4.686  -0.1146
Cl -8.682 -7.880 5.275  -0.0922
Cl -6.287 -9.126 4.261  0.0272
Cl -8.570 -8.781 2.537  -0.0944
C 0.372 -4.759 0.811  0.2240
Cl -0.050 -4.341 -0.850  -0.1045
Cl 0.964 -3.312 1.635  -0.0823
Cl -1.064 -5.354 1.646  0.0715
Cl 1.627 -6.005 0.809  -0.1159
C 4.420 -0.369 0.259  0.1678
Cl 3.764 0.976 -0.663  0.0262
Cl 5.005 0.203 1.827  -0.1415
Cl 3.162 -1.586 0.512  -0.0036
Cl 5.772 -1.100 -0.629  -0.1502
C 7.568 6.904 -1.415  0.2984
Cl 8.338 8.503 -1.313  -0.1296
Cl 6.177 6.981 -2.475  0.0127
Cl 8.743 5.737 -2.037  -0.1165
Cl 7.057 6.407 0.206  -0.1167
C 9.076 -0.687 3.567  0.2677
Cl 8.039 -0.888 2.158  0.0235
Cl 8.728 0.867 4.335  -0.1194
Cl 8.773 -1.991 4.721  -0.0432
Cl 10.776 -0.729 3.075  -0.1186
C 10.070 -3.567 8.283  0.3514
Cl 10.550 -1.921 7.871  -0.0692
Cl 10.276 -4.613 6.873  -0.0943
Cl 11.075 -4.164 9.609  -0.1119
Cl 8.374 -3.579 8.777  -0.0949
C 1.921 1.014 -8.951  0.3059
Cl 0.742 1.936 -9.905  -0.1225
Cl 1.457 -0.695 -8.957  -0.1153
Cl 3.520 1.185 -9.688  -0.1104
Cl 1.950 1.619 -7.307  0.0238
C -2.848 -14.304 2.313  0.3441
Cl -1.188 -13.957 2.829  -0.1064
Cl -2.899 -14.389 0.550  -0.0937
Cl -3.348 -15.857 2.994  -0.1042
Cl -3.943 -13.042 2.874  -0.0434

Results
HOMO (eV): -4.5
Total charge: -1
Electronic energy (a.u.): -29021.3513
HOMO-LUMO gap (hartree): 0.2018

---

> Which of these has the highest HOMO-LUMO gap?

C5H11NO